Entry 1:
Molecular formula: C32H28F10N7OV
Method: DFT, wB97M-V/def2-TZVPD

Element x y z (Å)
V (0.0351, -0.4083, -0.3529)
C (-1.5929, 1.8298, 1.4170)
N (-0.5391, 1.7095, 0.4110)
C (-0.9825, 2.4425, -0.7918)
C (-0.2164, 2.0869, -2.0466)
N (-0.1498, 0.6365, -2.1394)
C (0.2736, 0.1135, -3.3429)
C (1.2264, 0.6771, -4.1968)
F (1.8486, 1.8261, -3.8629)
C (1.6268, 0.0841, -5.3835)
F (2.5597, 0.6794, -6.1381)
C (1.0981, -1.1261, -5.7765)
F (1.4917, -1.7121, -6.9148)
C (0.1486, -1.7213, -4.9643)
F (-0.4067, -2.8811, -5.3349)
C (-0.2558, -1.1043, -3.8001)
F (-1.2353, -1.7010, -3.1051)
C (0.7287, 2.1932, 1.0003)
C (1.9499, 1.6214, 0.3157)
N (1.8203, 0.1641, 0.2959)
C (2.9793, -0.5510, 0.0428)
C (4.0758, -0.1107, -0.7067)
F (4.0477, 1.0787, -1.3433)
C (5.2221, -0.8680, -0.8896)
F (6.2311, -0.3734, -1.6195)
C (5.3212, -2.1320, -0.3524)
F (6.4213, -2.8734, -0.5324)
C (4.2486, -2.6202, 0.3704)
F (4.3086, -3.8471, 0.8992)
C (3.1221, -1.8483, 0.5560)
F (2.1288, -2.3914, 1.2722)
H (-1.7988, 2.8869, 1.6366)
H (-1.2756, 1.3351, 2.3293)
H (-2.5037, 1.3534, 1.0603)
H (-0.9485, 3.5266, -0.6083)
H (-2.0262, 2.1593, -0.9425)
H (0.7581, 2.5792, -2.0539)
H (-0.7715, 2.5115, -2.8954)
H (0.7361, 1.8452, 2.0340)
H (0.7557, 3.2925, 1.0087)
H (2.8379, 1.9235, 0.8850)
H (2.0691, 2.0562, -0.6771)
O (0.7477, -1.9780, -1.1982)
N (0.1852, -3.1343, -1.0058)
C (0.8975, -4.1494, -1.3822)
C (2.1871, -4.0121, -2.0110)
N (3.2167, -3.9136, -2.5127)
C (0.3440, -5.4607, -1.1915)
N (-0.0737, -6.5225, -1.0534)
C (0.4707, -1.0006, 3.4352)
C (-0.8179, -1.7672, 3.7208)
C (-1.9281, -0.8370, 4.2266)
C (-1.4032, -2.6399, 2.6180)
C (-1.7763, -3.9220, 2.9900)
C (-2.4702, -4.7528, 2.1276)
C (-2.9207, -4.2355, 0.9305)
C (-2.6278, -2.9333, 0.5210)
C (-3.3485, -2.4615, -0.7532)
C (-4.7557, -3.0843, -0.8014)
C (-3.5462, -0.9565, -0.9328)
C (-1.7115, -2.1889, 1.3070)
N (-0.9411, -1.1756, 0.7480)
H (0.7185, -0.3798, 4.3021)
H (0.3936, -0.3656, 2.5566)
H (1.3009, -1.6835, 3.2624)
H (-0.5955, -2.4576, 4.5406)
H (-2.2791, -0.1884, 3.4248)
H (-1.5732, -0.2136, 5.0515)
H (-2.7870, -1.4148, 4.5732)
H (-1.4987, -4.2772, 3.9766)
H (-2.6874, -5.7776, 2.3999)
H (-3.5186, -4.8663, 0.2880)
H (-2.7911, -2.8413, -1.6160)
H (-5.2914, -2.8854, 0.1301)
H (-4.7455, -4.1614, -0.9558)
H (-5.3246, -2.6455, -1.6230)
H (-4.0071, -0.5267, -0.0388)
H (-4.2068, -0.7762, -1.7832)
H (-2.6219, -0.4371, -1.1357)

## Properties
- Kohn-Sham gap (alpha / beta): 7.27 / 7.34 eV
- Multiplicity: 2
- ΔE to the lowest compared entry with this formula, charge and spin: 0.8648 eV
- Charge: -1
- Highest occupied orbital energy (alpha / beta): -4.99 / -5.06 eV
- Lowest unoccupied orbital energy (alpha / beta): 2.3 / 2.3 eV

***

Entry 2:
Molecular formula: C32H28F6INO2S
Method: DFT, wB97M-V/def2-TZVPD

Element x y z (Å)
O (-4.2830, 0.4071, -4.8414)
S (-2.7982, 0.7865, -4.4624)
O (-2.3679, 1.8451, -5.5497)
F (-2.8611, 1.4114, -2.8729)
N (-1.8377, -0.6231, -4.7103)
I (-2.8157, -2.4008, -4.5031)
C (-0.4522, -0.5773, -4.1583)
F (0.2965, -1.8258, -4.5516)
F (0.2680, 0.5716, -4.8049)
C (-0.2873, -0.3964, -2.5489)
C (1.0962, 0.3900, -2.0328)
C (1.4006, 0.6576, -0.4167)
C (0.3693, 0.1133, 0.7463)
C (-1.0145, -0.6803, 0.2627)
C (-2.1215, -1.2619, 1.3427)
F (-1.5279, -1.4434, 2.7129)
F (-2.4380, -2.6610, 0.8724)
F (-3.3990, -0.5042, 1.3659)
C (-1.3021, -0.8967, -1.3675)
H (1.8816, 0.7874, -2.8126)
H (2.3704, 1.2493, -0.0699)
H (0.6020, 0.2829, 1.8975)
H (-2.3061, -1.4273, -1.6456)
C (-6.0747, -3.4168, 3.0067)
C (-6.7950, -4.5049, 3.4984)
C (-6.1652, -5.7366, 3.6753)
C (-4.8113, -5.8775, 3.3695)
C (-4.0901, -4.7882, 2.8813)
C (-4.7222, -3.5590, 2.6956)
H (-6.5666, -2.4579, 2.8657)
H (-7.8483, -4.3932, 3.7432)
H (-6.7284, -6.5860, 4.0522)
H (-4.3192, -6.8359, 3.5119)
H (-3.0346, -4.8978, 2.6446)
H (-4.1613, -2.7122, 2.3101)
C (6.7172, -0.0299, -1.1240)
C (5.4255, -0.3253, -0.6891)
C (5.1186, -0.2777, 0.6704)
C (6.1019, 0.0753, 1.5951)
C (7.3926, 0.3743, 1.1598)
C (7.7019, 0.3176, -0.1989)
H (6.9569, -0.0705, -2.1833)
H (4.6576, -0.5936, -1.4103)
H (4.1137, -0.5144, 1.0096)
H (5.8616, 0.1172, 2.6541)
H (8.1584, 0.6509, 1.8804)
H (8.7090, 0.5453, -0.5371)
C (9.8728, 4.3730, 2.5841)
C (8.6686, 3.6701, 2.6113)
C (8.2100, 3.1169, 3.8065)
C (8.9515, 3.2751, 4.9776)
C (10.1538, 3.9812, 4.9511)
C (10.6171, 4.5265, 3.7540)
H (10.2316, 4.8011, 1.6518)
H (8.0874, 3.5528, 1.7001)
H (7.2750, 2.5636, 3.8260)
H (8.5918, 2.8482, 5.9101)
H (10.7308, 4.1058, 5.8642)
H (11.5565, 5.0718, 3.7327)
C (-7.2697, 0.7673, -3.1223)
C (-8.4925, 0.6703, -2.4589)
C (-9.6401, 1.2240, -3.0257)
C (-9.5666, 1.8668, -4.2618)
C (-8.3444, 1.9605, -4.9269)
C (-7.1951, 1.4149, -4.3557)
H (-6.3749, 0.3387, -2.6786)
H (-8.5511, 0.1634, -1.4989)
H (-10.5915, 1.1541, -2.5054)
H (-10.4617, 2.2940, -4.7059)
H (-8.2876, 2.4600, -5.8910)
H (-6.2421, 1.4929, -4.8716)

## Properties
- Kohn-Sham gap: 6.76 eV
- Charge: 0
- Highest occupied orbital energy: -9.06 eV
- Lowest unoccupied orbital energy: -2.3 eV